Below is a molecular structure, C36H34As2N5O8PtS in a non-equilibrium geometry, with properties calculated with the ωB97M-V functional and the def2-TZVPD basis.

F_max ... 2.74 eV/A
Energy ... -197466.970 eV
Total charge ... +1
Gap between HOMO and LUMO ... 0.2111 Ha

Element x y z (Å)
Pt1 -0.15132 0.00080 -0.09448
C1 2.93908 2.90647 0.73404
C2 1.91524 2.19170 0.10755
N1 1.21636 1.26280 0.72257
C3 1.44549 0.96266 2.02685
C4 2.50021 1.62165 2.72157
C5 3.24353 2.60311 2.03324
C6 2.77340 1.28595 4.05843
C7 2.02480 0.31609 4.67561
C8 0.99997 -0.35300 4.01223
C9 0.65576 -0.05436 2.69216
N2 -0.33927 -0.60509 1.96622
C10 -1.19820 -1.64398 2.08271
C11 -1.60518 -2.26797 3.26043
C12 -2.47699 -3.35439 3.25395
C13 -2.99158 -3.85802 2.08928
C14 -2.68546 -3.22639 0.87095
C15 -3.23827 -3.66286 -0.35147
C16 -2.93796 -3.00512 -1.50986
C17 -2.07342 -1.90955 -1.44681
N3 -1.53722 -1.48519 -0.32628
C18 -1.80688 -2.10845 0.85464
H1 3.47509 3.66881 0.19303
H2 1.65893 2.37996 -0.92792
H3 4.04981 3.10290 2.54717
H4 3.56959 1.79326 4.58148
H5 2.22462 0.05727 5.70405
H6 0.45954 -1.11109 4.55065
H7 -1.26813 -1.89604 4.20991
H8 -2.73682 -3.81083 4.19519
H9 -3.64299 -4.71707 2.09032
H10 -3.89794 -4.51721 -0.34870
H11 -3.36189 -3.28762 -2.45732
H12 -1.81895 -1.37198 -2.34924
S1 1.70543 -1.46368 -0.94579
C19 1.33565 -1.27205 -2.59469
N4 2.02650 -0.27930 -3.27403
C20 1.88034 -0.13238 -4.61542
C21 1.02426 -0.96016 -5.28297
C22 0.33563 -1.93483 -4.53134
N5 0.50624 -2.06719 -3.22563
H13 2.66931 0.29822 -2.75007
H14 2.45701 0.63994 -5.09549
H15 0.88952 -0.87406 -6.34523
H16 -0.35028 -2.62622 -4.99670
C23 -3.66892 5.88210 3.19836
O1 -4.04772 4.71019 2.48066
C24 -3.13480 3.76130 2.41443
O2 -2.01035 3.84223 2.86704
C25 -3.48810 2.57217 1.61933
C26 -4.57101 1.79960 1.76499
As1 -4.64565 0.06715 0.83154
C27 -6.53415 -0.29315 0.36114
C28 -4.02735 0.85259 -0.85564
C29 -2.84581 1.48520 -0.92769
As2 -1.86889 2.04121 0.66106
C30 -1.26295 3.78356 -0.04008
C31 -2.08116 1.56579 -2.16963
O3 -0.85637 1.43387 -2.17078
O4 -2.80935 1.71724 -3.26704
C32 -2.15322 1.64625 -4.52853
C33 -4.77564 0.37289 -2.04270
O5 -4.55272 -0.71561 -2.51360
O6 -5.77113 1.12712 -2.50483
C34 -5.96089 2.43635 -2.00152
C35 -5.59374 2.11368 2.78483
O7 -5.36945 2.63573 3.84420
O8 -6.80327 1.70530 2.38037
C36 -7.89302 1.97556 3.25501
H17 -4.56510 6.48423 3.30381
H18 -2.90448 6.42182 2.63666
H19 -3.27264 5.60867 4.17422
H20 -7.02294 -0.78022 1.20552
H21 -6.51132 -1.00860 -0.46357
H22 -7.11872 0.57911 0.07978
H23 -2.10392 4.37953 -0.39811
H24 -0.56078 3.62339 -0.85821
H25 -0.74887 4.32247 0.75644
H26 -2.93665 1.48432 -5.26505
H27 -1.44672 0.81515 -4.53939
H28 -1.61856 2.57698 -4.73271
H29 -7.00876 2.67845 -2.16393
H30 -5.33257 3.13546 -2.55701
H31 -5.72766 2.49943 -0.93317
H32 -8.66542 1.24660 3.02678
H33 -8.26499 2.98513 3.07259
H34 -7.57358 1.88996 4.29520


Below is a molecular structure, C36H34BrF11HgN3OPSe4Si, with properties calculated with the ωB97M-V functional and the def2-TZVPD basis.

F_max ... 0.64 eV/A
Energy ... -427073.824 eV
Total charge ... -2
Gap between HOMO and LUMO ... 0.2010 Ha

Element x y z (Å)
Hg1 -0.66494 -0.30245 1.14503
C1 4.27464 -2.23064 4.04233
C2 3.77971 -2.18722 2.62411
C3 4.01510 -3.21676 1.71764
C4 3.54314 -3.12792 0.42235
C5 2.83272 -1.98673 0.07299
Br1 2.24215 -1.74750 -1.70427
N1 2.56911 -1.01266 0.91722
C6 3.03492 -1.11363 2.16009
H1 5.08973 -2.94709 4.15084
H2 3.47489 -2.51604 4.72775
H3 4.63677 -1.25171 4.36076
H4 4.57615 -4.09137 2.02840
H5 3.71179 -3.90952 -0.30338
H6 2.79560 -0.28445 2.82091
Se1 -0.74318 -3.23761 1.94486
Se2 -1.88703 -4.06924 0.08921
Se3 -3.15846 -2.21125 -0.52379
Se4 -1.45968 -0.76696 -1.21566
C7 2.24081 4.12684 3.99950
C8 0.97799 4.32508 3.45488
C9 0.09179 3.25958 3.34400
C10 0.43730 1.97568 3.78631
C11 1.70062 1.81168 4.36372
C12 2.59952 2.86662 4.45902
Si1 -0.65783 0.45911 3.47522
C13 -0.15808 -0.78648 4.80839
C14 -0.61254 -0.56675 6.11327
C15 -0.27077 -1.42071 7.15112
C16 0.52981 -2.52870 6.90011
C17 0.98471 -2.76674 5.61266
C18 0.65144 -1.89640 4.58084
C19 -2.45394 0.90994 3.84202
C20 -2.86261 2.07457 4.49134
C21 -4.20893 2.34679 4.70254
C22 -5.17204 1.44394 4.28071
C23 -4.78550 0.27074 3.64478
C24 -3.44244 0.01117 3.42256
H7 2.93452 4.95571 4.08478
H8 0.65882 5.30444 3.12157
H9 -0.87944 3.45146 2.90216
H10 1.98616 0.83705 4.74769
H11 3.57569 2.70664 4.90320
H12 -1.26138 0.27921 6.31658
H13 -0.64188 -1.23206 8.15180
H14 0.78355 -3.21164 7.70257
H15 1.57776 -3.64872 5.39937
H16 1.00120 -2.11096 3.57682
H17 -2.12743 2.79798 4.82308
H18 -4.50104 3.27742 5.17303
H19 -6.22292 1.66190 4.42964
H20 -5.53064 -0.43558 3.29910
H21 -3.15979 -0.90151 2.90388
F1 2.24111 2.03029 -9.68578
C25 2.00175 1.68043 -8.39684
C26 1.85782 2.63793 -7.41114
F2 1.95707 3.94420 -7.74177
C27 1.61934 2.27686 -6.10224
F3 1.49573 3.28562 -5.19593
C28 1.50672 0.92940 -5.64172
O1 1.30775 0.59089 -4.44545
C29 1.66047 -0.00786 -6.71486
F4 1.58216 -1.32309 -6.42661
C30 1.89638 0.34958 -8.02242
F5 2.03392 -0.60303 -8.96886
F6 -2.41024 4.41005 1.37278
P1 -2.69904 6.01390 1.47262
F7 -3.85759 5.88645 0.36302
F8 -1.49465 6.13437 2.56799
F9 -1.60300 6.26691 0.28151
F10 -2.93991 7.60857 1.57502
F11 -3.75975 5.75822 2.65541
C31 2.44672 3.64206 0.03094
C32 2.01121 2.22927 0.49131
N2 0.88531 1.77060 -0.30312
C33 -0.25494 2.67115 -0.15847
C34 0.12489 4.09210 -0.60789
N3 1.54618 4.03034 -1.10051
C35 1.67274 3.05589 -2.24398
C36 1.26837 1.66622 -1.70408
H22 3.47028 3.67362 -0.34313
H23 2.31950 4.38810 0.81501
H24 1.73139 2.25095 1.54303
H25 2.82276 1.51317 0.36854
H26 -0.57614 2.68503 0.87970
H27 -1.08350 2.28256 -0.74910
H28 0.08994 4.82575 0.19245
H29 -0.48325 4.46447 -1.42992
H30 1.80228 4.95600 -1.42963
H31 2.70599 3.09501 -2.58686
H32 1.02608 3.40192 -3.04421
H33 2.09228 0.96678 -1.80358
H34 0.44954 1.26379 -2.29645


Below is a molecular structure, C36H34Cl2IN6O5SZr, with properties calculated with the ωB97M-V functional and the def2-TZVPD basis.

F_max ... 0.13 eV/A
Energy ... -102332.845 eV
Total charge ... -1
Gap between HOMO and LUMO ... 0.2734 Ha

Element x y z (Å)
Zr1 0.25638 -0.11444 -0.64573
C1 -2.44779 -2.47262 2.52302
C2 -0.97484 -2.74664 2.52365
N1 -0.49687 -3.66014 3.36347
C3 0.81114 -3.90379 3.35319
C4 1.72144 -3.25502 2.53047
C5 3.17991 -3.59052 2.67350
O1 3.82634 -2.82021 3.69256
C6 1.23665 -2.28848 1.64511
C7 2.10307 -1.47524 0.68491
N2 1.79401 -0.05563 0.83510
C8 2.27258 0.65163 1.88756
C9 3.45230 0.32101 2.58802
C10 3.91354 1.09149 3.64047
C11 3.23448 2.23104 4.04852
C12 2.07045 2.58871 3.38044
C13 1.60716 1.80896 2.34030
I1 -0.19978 2.27838 1.40435
C14 -0.14672 -2.04506 1.63064
O2 -0.70808 -1.17829 0.78977
H1 -2.90198 -2.93468 3.39733
H2 -2.64612 -1.40064 2.50832
H3 -2.91787 -2.87573 1.62274
H4 1.16494 -4.66111 4.04725
H5 3.28298 -4.63344 2.97849
H6 3.71459 -3.47495 1.72691
H7 3.39840 -1.95630 3.72594
H8 3.16137 -1.69388 0.82547
H9 4.03299 -0.53167 2.26069
H10 4.82784 0.79764 4.14265
H11 3.59534 2.83330 4.87129
H12 1.51663 3.46791 3.68259
C15 -3.02426 -1.66595 -4.34390
C16 -4.39519 -1.19744 -3.87425
N3 -4.57228 -1.20668 -2.42322
C17 -5.27462 -2.32938 -1.81615
C18 -4.33418 -3.40987 -1.29950
C19 -4.13236 -0.17582 -1.66490
S1 -4.37531 -0.07011 -0.01567
N4 -3.55271 0.83676 -2.40347
C20 -2.36006 1.25358 -2.17231
O3 -1.52082 0.75589 -1.32457
C21 -1.88433 2.41077 -2.99605
C22 -2.29735 2.54017 -4.31869
C23 -1.84715 3.59879 -5.09230
C24 -0.99611 4.55034 -4.54274
C25 -0.59375 4.43363 -3.21926
C26 -1.02715 3.36048 -2.45302
H13 -2.95708 -1.59828 -5.43225
H14 -2.83500 -2.69987 -4.05473
H15 -2.23330 -1.04889 -3.91630
H16 -5.17196 -1.84148 -4.29069
H17 -4.57873 -0.18406 -4.23043
H18 -5.95160 -2.73821 -2.56948
H19 -5.87100 -1.93784 -0.99307
H20 -3.76127 -3.86282 -2.11041
H21 -4.90055 -4.19703 -0.79782
H22 -3.63650 -2.97736 -0.58239
H23 -2.97032 1.79837 -4.72810
H24 -2.16260 3.68465 -6.12486
H25 -0.64966 5.38174 -5.14445
H26 0.07052 5.16687 -2.77878
H27 -0.69382 3.26018 -1.42880
O4 0.53642 -0.20042 -2.96620
C27 1.16398 0.88205 -2.99529
C28 1.65699 1.59883 -4.22470
C29 2.42134 2.77310 -3.61715
C30 2.09694 2.70250 -2.11918
O5 2.38787 3.55187 -1.31224
N5 1.42460 1.52344 -1.85342
H28 0.78944 1.91042 -4.81041
H29 2.25515 0.92331 -4.83517
H30 2.12013 3.74540 -4.00124
H31 3.50197 2.68329 -3.73451
Cl1 -0.83654 -2.82283 -1.82619
C31 0.71987 -3.60071 -1.87228
C32 0.80959 -4.84110 -2.47098
C33 2.03259 -5.49194 -2.51839
C34 3.15192 -4.86446 -1.99963
C35 3.04066 -3.60994 -1.42411
Cl2 4.52336 -2.81944 -0.95659
C36 1.81332 -2.93358 -1.28713
N6 1.65820 -1.70469 -0.70099
H32 -0.08147 -5.29494 -2.88275
H33 2.11438 -6.47093 -2.97041
H34 4.12772 -5.32700 -2.05825


Below is 2 unconnected molecules or ions with the total composition C36H34N3O in a non-equilibrium geometry, with properties calculated with the ωB97M-V functional and the def2-TZVPD basis.

F_max ... 1.59 eV/A
Energy ... -44393.481 eV
Total charge ... +1
Gap between HOMO and LUMO ... 0.1642 Ha

Element x y z (Å)
C1 1.05990 -5.19591 3.61538
N1 1.45129 -3.86740 3.20649
C2 2.00610 -3.05993 4.28097
C3 1.17218 -3.38902 1.95966
C4 0.15894 -3.94879 1.12823
C5 -0.37241 -3.22096 0.09135
N2 0.22414 -2.04186 -0.31175
C6 -0.28228 -1.16766 -1.24200
C7 -1.46972 -1.44454 -1.98186
C8 -1.43987 -1.18496 -3.47044
C9 -2.52727 -1.57102 -4.27514
C10 -2.51392 -1.31170 -5.64849
C11 -1.46139 -0.58229 -6.22795
C12 -0.38666 -0.17441 -5.43090
C13 -0.34451 -0.57146 -4.09242
O1 -2.52841 -1.83645 -1.44536
C14 1.43550 -1.69627 0.26331
C15 1.85197 -2.25487 1.43790
H1 1.20540 -5.88505 2.78264
H2 1.68943 -5.50067 4.45655
H3 0.01317 -5.24586 3.93100
H4 2.35552 -2.09186 3.92528
H5 1.25095 -2.87221 5.05790
H6 2.84219 -3.60186 4.73671
H7 -0.28163 -4.92231 1.33287
H8 -1.26930 -3.53630 -0.43177
H9 0.46170 -0.44171 -1.58293
H10 -3.37500 -2.09188 -3.82083
H11 -3.32210 -1.67858 -6.28056
H12 -1.46731 -0.32854 -7.28347
H13 0.43082 0.43572 -5.82652
H14 0.54708 -0.36161 -3.51221
H15 1.95469 -0.88395 -0.23000
H16 2.69350 -1.80742 1.96524
C16 4.99316 2.00128 2.51524
N3 3.84565 2.88652 2.52966
C17 4.11582 4.25372 2.93067
C18 2.66471 2.53652 1.89214
C19 2.00521 1.33650 2.25838
C20 0.80667 0.99488 1.65910
C21 0.29990 1.75157 0.57197
C22 -0.94357 1.42418 -0.08271
C23 -1.30383 1.80498 -1.43251
C24 -2.70559 1.55070 -1.61598
C25 -3.34462 1.82681 -2.81623
C26 -2.59413 2.37548 -3.86228
C27 -1.23033 2.64744 -3.67840
C28 -0.56482 2.33605 -2.48799
C29 -3.23946 1.04397 -0.36424
C30 -2.15316 0.97776 0.58239
C31 -2.43639 0.62695 1.90056
C32 -3.76460 0.36271 2.26285
C33 -4.81972 0.44159 1.33245
C34 -4.54453 0.74785 -0.00786
C35 1.01267 2.90896 0.17586
C36 2.13373 3.33597 0.85609
H17 4.67923 0.96667 2.33845
H18 5.70697 2.26975 1.71556
H19 5.50741 2.07315 3.48283
H20 3.18484 4.68526 3.32473
H21 4.88390 4.24742 3.72221
H22 4.45763 4.88037 2.08889
H23 2.44729 0.72296 3.04974
H24 0.26967 0.10548 1.98294
H25 -4.40137 1.57306 -2.90875
H26 -3.07856 2.59503 -4.81862
H27 -0.66220 3.08070 -4.50304
H28 0.50202 2.51506 -2.39067
H29 -1.63972 0.59982 2.64170
H30 -3.99248 0.09050 3.29655
H31 -5.85003 0.27035 1.66056
H32 -5.32185 0.73682 -0.77887
H33 0.65001 3.50509 -0.65582
H34 2.66179 4.24369 0.55557


Below is a molecular structure, C36H35BBrCoN7O4S in a non-equilibrium geometry, with properties calculated with the ωB97M-V functional and the def2-TZVPD basis.

F_max ... 4.27 eV/A
Energy ... -175705.897 eV
2S+1 ... 5
Total charge ... -1
Gap between HOMO and LUMO (alpha / beta) ... 0.2928 / 0.2031 Ha

Element x y z (Å)
Co1 -0.40796 0.60399 1.35803
C1 -3.02209 2.18831 -0.21627
C2 -1.81471 1.71444 -1.06616
C3 -1.66669 1.48037 -2.43827
C4 -0.31937 1.24734 -2.62065
C5 0.33954 1.13766 -3.93322
N1 0.25904 1.20415 -1.42752
N2 -0.65753 1.45046 -0.46303
B1 1.86766 1.20145 -1.04815
N3 2.24895 2.52034 -0.36592
N4 2.22605 2.65556 0.94606
C6 2.57961 3.89254 1.24666
C7 2.79039 4.30618 2.64019
C8 2.80062 4.62005 0.05316
C9 2.58675 3.69471 -0.94399
C10 2.81687 3.93839 -2.44969
N5 2.13400 0.11278 -0.03807
N6 1.29252 -0.36283 0.86470
C11 1.93683 -1.17555 1.68870
C12 1.27307 -1.83775 2.86065
C13 3.29804 -1.19234 1.29594
C14 3.37021 -0.32769 0.16203
C15 4.49146 0.03199 -0.72642
H1 -3.66763 2.88764 -0.79534
H2 -2.51348 2.54742 0.67496
H3 -3.54587 1.25904 0.04477
H4 -2.46690 1.49613 -3.14861
H5 1.12758 0.36574 -3.96745
H6 0.92259 2.12649 -4.09051
H7 -0.43264 1.06897 -4.74593
H8 2.62788 1.20507 -2.01431
H9 2.16512 3.73959 3.40368
H10 2.64567 5.44462 2.70575
H11 3.77111 3.94388 2.98705
H12 3.18306 5.66897 -0.04190
H13 3.84461 3.69245 -2.71154
H14 2.63284 5.03529 -2.60399
H15 2.18214 3.25156 -2.99863
H16 1.17364 -1.11553 3.67489
H17 1.89500 -2.73217 3.15662
H18 0.34097 -2.21389 2.44466
H19 4.12970 -1.78670 1.65424
H20 5.42096 -0.37795 -0.31234
H21 4.60195 1.09267 -0.82734
H22 4.49949 -0.42268 -1.71192
N7 -1.11357 3.30431 8.23063
C16 -0.99936 2.87425 7.14875
C17 -0.83785 2.36214 5.84191
C18 -2.03190 2.15662 5.12892
C19 -1.86661 1.76176 3.78417
C20 -0.64717 1.44488 3.23857
C21 0.53846 1.53455 4.08700
C22 0.44206 2.09706 5.33023
H23 -3.01215 2.31280 5.59517
H24 -2.75374 1.74770 3.19337
H25 1.43338 1.25153 3.63572
H26 1.26801 2.37697 5.99048
Br1 -7.60152 -0.75282 -0.22007
C23 -6.00148 -1.92890 -0.15505
C24 -6.11516 -3.15984 -0.74238
C25 -4.97762 -3.97716 -0.70184
C26 -3.78492 -3.53164 -0.15882
C27 -3.62471 -2.19155 0.29419
C28 -4.76572 -1.45768 0.39150
C29 -2.24000 -1.67301 0.64397
O1 -1.23780 -2.41565 0.40450
O2 -2.11690 -0.52470 1.12671
H27 -7.08172 -3.49863 -1.05407
H28 -4.99002 -5.03383 -0.99469
H29 -2.88895 -4.23482 -0.10011
H30 -4.73241 -0.42391 0.73907
O3 -0.49994 -4.94925 -0.37800
C30 0.16203 -5.45552 -1.43324
O4 0.67050 -6.55184 -1.39326
C31 0.30513 -4.51801 -2.61994
C32 -0.23586 -3.24304 -2.67733
C33 0.09923 -2.46690 -3.69402
C34 0.94519 -2.81335 -4.77895
S1 1.12282 -1.79005 -6.11532
C35 1.51929 -4.14404 -4.66040
C36 1.18275 -4.97910 -3.63325
H31 -0.62052 -3.96075 -0.34339
H32 -0.91057 -2.83460 -1.97964
H33 -0.43901 -1.54108 -3.86430
H34 1.95681 -4.45674 -5.59357
H35 1.52044 -5.99731 -3.66875